[1]
Formula: C21H23ClN2O3S
Source: the OMol25 dataset
Level of theory: ωB97M-V with the def2-TZVPD basis set

Output
HOMO-LUMO gap = 9.0772 eV
multiplicity = 1
SMILES = O=C(NCCC1=CCCCC1)c1ccc(Cl)c(S(=O)(=O)Nc2ccccc2)c1
charge = 0
energy above the lowest of the compared OMol25 structures with the same formula, charge and spin = 39.7 kcal/mol

Each line ends with the Mulliken charge.
Element x y z (Å)
1 O -0.292 -3.034 -0.813  -0.6704
2 C 0.273 -2.137 -0.221  0.2681
3 N -0.367 -1.223 0.539  -0.0243
4 C -1.805 -1.178 0.659  -0.8772
5 C -2.396 0.040 -0.064  -1.2087
6 C -3.894 0.069 0.080  0.8458
7 C -4.693 -0.474 -0.829  -0.6452
8 C -6.187 -0.496 -0.733  -0.6407
9 C -6.698 0.475 0.327  -0.7093
10 C -5.871 0.328 1.598  -0.8457
11 C -4.426 0.733 1.319  -0.4504
12 C 1.761 -1.957 -0.295  0.4380
13 C 2.419 -2.431 -1.428  -0.6210
14 C 3.784 -2.278 -1.578  -0.7300
15 C 4.510 -1.637 -0.582  0.1915
16 Cl 6.197 -1.394 -0.755  -0.1506
17 C 3.869 -1.194 0.563  -0.3256
18 S 4.757 -0.289 1.842  1.2913
19 O 5.940 -0.975 2.253  -0.6778
20 O 3.800 0.082 2.836  -0.6747
21 N 5.271 1.077 1.018  -0.3373
22 C 4.411 1.683 0.100  0.2147
23 C 4.880 2.120 -1.135  -0.6118
24 C 4.009 2.703 -2.038  -0.5670
25 C 2.668 2.844 -1.727  -0.6036
26 C 2.203 2.415 -0.494  -0.5897
27 C 3.066 1.843 0.421  0.0085
28 C 2.506 -1.355 0.712  -0.2742
29 H 0.150 -0.449 0.924  0.2133
30 H -2.191 -2.097 0.213  0.4040
31 H -2.075 -1.155 1.719  0.2991
32 H -1.967 0.952 0.359  0.3517
33 H -2.120 -0.017 -1.118  0.3653
34 H -4.270 -0.953 -1.701  0.3690
35 H -6.505 -1.515 -0.487  0.2898
36 H -6.619 -0.255 -1.707  0.3707
37 H -6.607 1.499 -0.043  0.3236
38 H -7.753 0.283 0.533  0.3077
39 H -5.899 -0.713 1.927  0.3150
40 H -6.284 0.946 2.397  0.3216
41 H -4.368 1.819 1.189  0.3162
42 H -3.794 0.479 2.174  0.3429
43 H 1.834 -2.923 -2.190  0.4890
44 H 4.289 -2.639 -2.459  0.4686
45 H 6.231 0.998 0.719  0.3699
46 H 5.925 2.003 -1.382  0.3227
47 H 4.382 3.042 -2.993  0.3814
48 H 1.990 3.291 -2.438  0.4145
49 H 1.160 2.537 -0.241  0.4266
50 H 2.725 1.527 1.393  0.6849
51 H 2.072 -1.018 1.640  0.8300

***

[2]
Formula: C7H18ClIO2PSTl
Source: the OMol25 dataset
Level of theory: ωB97M-V with the def2-TZVPD basis set

Output
HOMO-LUMO gap (alpha / beta) = 5.6137 / 5.6194 eV
multiplicity = 1
charge = +2

Each line ends with the Mulliken charge.
Element x y z (Å)
1 C 0.294 -1.882 -0.049  -1.3043
2 I -0.194 3.134 0.537  0.3612
3 H -0.727 -2.288 0.007  0.4694
4 H 0.917 -2.242 0.764  0.4071
5 H 0.749 -2.060 -1.017  0.4130
6 Tl -0.079 0.269 0.191  1.4467
7 P -0.156 0.650 -2.225  0.4555
8 C 1.418 1.126 -2.924  -1.2792
9 C -0.751 -0.775 -3.111  -1.2525
10 H -2.193 1.911 -1.941  0.3641
11 H -1.591 1.875 -3.641  0.4748
12 H -0.817 2.945 -2.407  0.4154
13 C -1.307 1.983 -2.584  -1.3209
14 H -1.670 -1.162 -2.648  0.3476
15 H -0.970 -0.450 -4.142  0.4884
16 H 1.269 1.302 -4.003  0.4333
17 H 2.168 0.335 -2.787  0.3862
18 H 0.001 -1.574 -3.135  0.3990
19 H 1.779 2.046 -2.448  0.3862
20 C 1.924 0.506 0.227  0.2344
21 O 3.113 0.636 0.235  -0.1679
22 Cl -2.393 -0.137 0.164  -0.2993
23 C 0.684 0.036 4.562  -1.1605
24 S 0.128 0.003 2.884  0.5636
25 C -0.659 -1.669 2.958  -1.1294
26 O -0.770 1.192 2.937  -0.5930
27 H 1.287 -0.795 4.754  0.4576
28 H -0.241 0.061 5.161  0.3966
29 H 1.198 0.971 4.686  0.4061
30 H -1.184 -1.692 3.899  0.4689
31 H -1.365 -1.821 2.157  0.3382
32 H 0.137 -2.435 2.941  0.3937

***

[3]
Formula: C29H27N3O5PS2Tl
Source: the OMol25 dataset
Level of theory: ωB97M-V with the def2-TZVPD basis set

Output
HOMO-LUMO gap = 4.1086 eV
multiplicity = 1
charge = -2
energy above the lowest of the compared OMol25 structures with the same formula, charge and spin = 0.0 kcal/mol

Each line ends with the Mulliken charge.
Element x y z (Å)
1 Tl -1.929 -0.101 -0.088  0.7601
2 O -0.349 -2.615 -0.378  -0.5755
3 C 0.393 -2.489 -1.302  0.6424
4 C 1.018 -2.251 -2.442  0.3354
5 C 1.412 -3.307 -3.381  -1.2562
6 C 2.212 -3.040 -4.439  -0.2267
7 C 2.691 -1.730 -4.714  -0.9612
8 C 2.282 -0.689 -3.896  0.0103
9 C 1.509 -0.874 -2.760  0.0617
10 P 0.792 0.476 -1.800  0.5038
11 C 2.279 1.271 -1.072  0.0948
12 C 3.322 0.459 -0.628  -0.6850
13 C 4.407 1.000 0.042  -0.6126
14 C 4.471 2.366 0.280  -0.4451
15 C 3.425 3.179 -0.133  -0.7989
16 C 2.332 2.638 -0.792  -0.2281
17 C 0.317 1.695 -3.086  0.6759
18 C -1.025 1.681 -3.475  -0.5656
19 C -1.497 2.544 -4.448  -0.6519
20 C -0.632 3.440 -5.063  -0.4569
21 C 0.706 3.453 -4.698  -0.8338
22 C 1.179 2.589 -3.723  -0.1128
23 H 1.004 -4.298 -3.218  0.3656
24 H 2.481 -3.844 -5.119  0.3192
25 H 3.334 -1.550 -5.567  0.3776
26 H 2.586 0.323 -4.149  0.1884
27 H 3.264 -0.606 -0.818  0.4228
28 H 5.205 0.352 0.387  0.3776
29 H 5.328 2.792 0.788  0.3548
30 H 3.455 4.243 0.076  0.3577
31 H 1.501 3.271 -1.070  0.5110
32 H -1.702 0.990 -2.985  0.1711
33 H -2.545 2.534 -4.722  0.3924
34 H -0.997 4.129 -5.816  0.3488
35 H 1.389 4.150 -5.172  0.3629
36 H 2.222 2.621 -3.438  0.3984
37 O 0.069 -0.067 1.485  -0.5437
38 N 0.724 0.913 2.041  0.4011
39 C 1.759 0.583 2.840  -0.2212
40 C 2.493 1.505 3.540  -0.8022
41 C 2.152 2.852 3.413  -0.1298
42 C 1.123 3.195 2.572  -0.9414
43 C 0.391 2.238 1.838  0.3436
44 S -0.828 2.700 0.763  -0.3813
45 H 1.948 -0.479 2.890  0.4507
46 H 3.309 1.178 4.168  0.3825
47 H 2.695 3.610 3.964  0.3464
48 H 0.838 4.227 2.432  0.3963
49 O -5.120 -0.226 3.653  -0.6157
50 C -4.010 -0.419 2.923  -0.1152
51 O -3.375 0.508 2.476  -0.5264
52 C -3.710 -1.871 2.704  1.2485
53 N -4.654 -2.694 3.477  -0.6680
54 C -3.928 -3.268 4.621  -0.6743
55 C -2.536 -2.615 4.626  -0.7757
56 C -2.308 -2.286 3.150  -0.2894
57 H -3.839 -2.041 1.619  -0.0852
58 H -4.976 -3.432 2.843  0.4004
59 H -5.405 -1.166 3.839  0.4534
60 H -3.840 -4.355 4.525  0.3539
61 H -4.476 -3.063 5.549  0.3046
62 H -1.778 -3.275 5.050  0.4108
63 H -2.559 -1.693 5.214  0.2777
64 H -1.997 -3.174 2.597  0.2623
65 H -1.574 -1.501 2.974  0.0349
66 O -4.683 -4.524 0.392  -0.6319
67 S -4.061 -3.785 -0.775  0.0986
68 N -3.684 -2.376 -0.587  -0.3866

***

[4]
Formula: CH2Cl2O2
Source: the OMol25 dataset
Level of theory: ωB97M-V with the def2-TZVPD basis set

Output
HOMO-LUMO gap (alpha / beta) = 7.7860 / 9.2123 eV
multiplicity = 1
charge = 0
energy above the lowest of the compared OMol25 structures with the same formula, charge and spin = 163.7 kcal/mol

Each line ends with the Mulliken charge.
Element x y z (Å)
1 C -2.215 0.377 -0.510  -0.0667
2 O 0.438 -2.338 1.059  -0.3092
3 O 0.516 -0.983 0.544  -0.2790
4 Cl -3.430 -0.306 0.554  -0.1324
5 Cl -0.956 -0.607 -0.816  0.1303
6 H -2.162 1.470 -0.403  0.3286
7 H 0.283 -2.359 1.999  0.3283

***

E / Ha: -2007.6531; -2097.0576; -2971.9133; -1109.9193